{
  "formula": "C7H7N5",
  "method": "the ωB97M-V functional and the def2-TZVPD basis",
  "species": ["C", "N", "C", "N", "C", "N", "C", "N", "C", "C", "C", "N", "H", "H", "H", "H", "H", "H", "H"],
  "positions_angstrom": [[-1.237, 1.003, -1.158], [-1.089, 0.574, -0.034], [-0.250, 1.449, 0.872], [1.208, 1.564, 0.747], [1.855, 0.590, 0.329], [3.174, 0.745, -0.139], [3.599, -0.387, -0.546], [2.725, -1.444, -0.390], [1.563, -0.843, 0.098], [0.434, -1.539, 0.148], [-0.727, -2.031, 0.270], [-1.673, -2.816, 0.283], [-0.874, 1.890, -1.648], [-1.924, 0.571, -1.870], [-0.456, 1.346, 1.955], [-0.736, 2.601, 0.778], [4.553, -0.598, -0.904], [2.965, -2.358, -0.514], [-2.657, -2.660, 0.559]],
  "lowdin_charge": [-0.0974, -0.0342, -0.2210, 0.1286, -0.3408, 0.1171, -0.1560, 0.1153, -0.1746, 0.0226, -0.2180, 0.1448, 0.0795, 0.0700, 0.1027, 0.1572, 0.1093, 0.1126, 0.0824],
  "total_charge": 0,
  "gap_ev": 7.511,
  "energy_ev": -14817.7163,
  "e_above_lowest_kj_mol": 416.19
}



{
  "formula": "C4H6FHoO4",
  "method": "the ωB97M-V functional and the def2-TZVPD basis",
  "species": ["C", "O", "H", "H", "H", "C", "O", "C", "C", "O", "O", "F", "H", "H", "H", "Ho"],
  "positions_angstrom": [[0.978, 1.193, 0.786], [-0.150, 0.693, 0.059], [1.776, 0.440, 0.796], [1.319, 2.098, 0.274], [0.680, 1.437, 1.814], [1.666, -0.962, -1.557], [-2.138, -0.377, 0.330], [-0.853, -0.557, 0.591], [-0.201, -1.710, -0.164], [0.477, -1.101, -1.383], [2.798, -1.060, -1.600], [-3.009, 3.501, -1.027], [-0.586, -0.660, 1.663], [0.604, -2.218, 0.373], [-0.924, -2.400, -0.603], [-2.439, 1.681, -0.353]],
  "lowdin_charge": [-0.0287, -0.3111, 0.1072, 0.1191, 0.1176, -0.1306, -0.2669, -0.4637, 0.1166, 0.1792, 0.4287, -0.5143, 0.1804, 0.1680, 0.1707, 2.1279],
  "total_charge": 2,
  "gap_ev": [9.580, 9.744],
  "energy_ev": -40931.6497,
  "multiplicity": 5
}



{
  "formula": "C11H27N5NiS",
  "method": "the ωB97M-V functional and the def2-TZVPD basis",
  "species": ["Ni", "C", "C", "N", "C", "C", "S", "C", "C", "N", "H", "H", "H", "H", "H", "H", "H", "H", "H", "H", "H", "H", "H", "H", "C", "N", "C", "C", "N", "N", "C", "C", "H", "H", "H", "H", "H", "H", "H", "H", "H", "H", "H", "H", "H"],
  "positions_angstrom": [[0.845, 0.042, -0.475], [1.550, 1.747, 1.826], [0.890, 2.638, 0.777], [1.127, 2.148, -0.599], [2.420, 2.502, -1.223], [3.591, 1.646, -0.754], [3.178, -0.138, -0.635], [3.553, -0.502, 1.119], [2.305, -0.606, 2.003], [1.238, 0.319, 1.571], [1.201, 2.046, 2.814], [2.629, 1.875, 1.811], [1.237, 3.667, 0.898], [-0.189, 2.625, 0.937], [0.409, 2.555, -1.188], [2.666, 3.551, -1.036], [2.299, 2.378, -2.299], [3.970, 1.961, 0.214], [4.406, 1.729, -1.470], [4.242, 0.266, 1.464], [4.093, -1.447, 1.131], [2.593, -0.411, 3.039], [1.903, -1.618, 1.960], [0.392, 0.081, 2.081], [-2.254, -2.949, 0.528], [-1.586, -2.155, -0.503], [-0.238, -2.514, -0.844], [-2.000, -0.891, -0.815], [-1.076, 0.030, -1.051], [-3.315, -0.647, -0.868], [-3.828, 0.717, -0.884], [-4.305, -1.671, -1.197], [-1.557, -3.159, 1.343], [-2.607, -3.902, 0.135], [-3.098, -2.405, 0.940], [0.001, -3.498, -0.452], [0.499, -1.794, -0.406], [-0.080, -2.502, -1.922], [-1.462, 0.865, -1.465], [-3.917, 1.106, -1.902], [-3.196, 1.376, -0.291], [-4.821, 0.714, -0.438], [-3.828, -2.617, -1.433], [-4.870, -1.347, -2.072], [-5.008, -1.810, -0.374]],
  "lowdin_charge": [0.5280, -0.1467, -0.1476, -0.1241, -0.2142, -0.3693, 0.9896, -0.3707, -0.2207, -0.1228, 0.1442, 0.1096, 0.1397, 0.1283, 0.1285, 0.1393, 0.1331, 0.0779, 0.0969, 0.0875, 0.0940, 0.1397, 0.1233, 0.1400, -0.0228, -0.1430, -0.0296, -0.4093, 0.0685, -0.1309, -0.0227, -0.0161, 0.0984, 0.1059, 0.0929, 0.1166, 0.0233, 0.1154, 0.0612, 0.1085, 0.0878, 0.1055, 0.0922, 0.1082, 0.1064],
  "total_charge": 2,
  "gap_ev": [10.003, 8.363],
  "energy_ev": -71160.6736,
  "multiplicity": 3
}



{
  "formula": "C4H13N4O",
  "method": "the ωB97M-V functional and the def2-TZVPD basis",
  "species": ["C", "C", "N", "N", "N", "H", "H", "H", "H", "H", "H", "H", "H", "C", "C", "O", "N", "H", "H", "H", "H", "H"],
  "positions_angstrom": [[2.093, 0.685, 3.297], [0.636, 0.835, 1.350], [-0.557, 0.969, 0.770], [0.834, 1.112, 2.640], [1.657, 0.529, 0.542], [-1.362, 1.487, 1.065], [-0.699, 0.366, -0.049], [0.469, 1.886, 3.164], [2.601, 0.829, 0.718], [1.395, 0.353, -0.413], [2.395, -0.283, 2.891], [1.740, 0.508, 4.307], [2.869, 1.424, 3.353], [-1.031, -0.541, -3.374], [-1.328, -1.282, -2.112], [-0.738, -1.140, -1.037], [-2.329, -2.187, -2.114], [-2.560, -2.599, -1.224], [-3.017, -2.323, -2.834], [-1.659, -0.834, -4.210], [-0.010, -0.272, -3.590], [-1.402, 0.477, -3.140]],
  "lowdin_charge": [-0.0401, -0.4239, 0.1965, 0.0443, 0.2144, 0.1318, 0.0703, 0.1561, 0.1327, 0.1170, 0.0995, 0.0930, 0.0869, 0.0109, -0.5534, -0.0268, 0.1793, 0.1205, 0.1152, 0.0870, 0.0874, 0.1016],
  "total_charge": 1,
  "gap_ev": 10.851,
  "energy_ev": -12361.7675,
  "e_above_lowest_kj_mol": 108.14
}



{
  "formula": "C6H24O8V",
  "method": "the ωB97M-V functional and the def2-TZVPD basis",
  "species": ["O", "V", "O", "O", "H", "H", "O", "H", "H", "O", "H", "H", "O", "H", "H", "C", "C", "C", "O", "H", "H", "H", "H", "H", "H", "H", "H", "C", "C", "C", "O", "H", "H", "H", "H", "H", "H", "H", "H"],
  "positions_angstrom": [[1.865, -0.269, 1.033], [0.783, 0.684, 0.354], [-0.071, -0.187, -0.683], [-0.507, 0.313, 2.256], [-0.686, 0.941, 2.969], [-1.323, -0.204, 2.153], [2.518, 2.368, 1.831], [2.759, 2.257, 2.760], [3.247, 2.874, 1.451], [-0.272, 2.559, 0.219], [-0.817, 3.058, 0.844], [-0.137, 3.150, -0.538], [2.158, 1.518, -1.185], [2.957, 1.888, -0.782], [2.261, 1.641, -2.140], [0.961, -3.458, 2.182], [1.446, -3.592, 3.630], [1.119, -2.308, 4.406], [0.835, -4.708, 4.254], [1.294, -2.484, 1.812], [-0.125, -3.518, 2.168], [1.438, -4.210, 1.557], [2.533, -3.678, 3.632], [1.762, -1.465, 4.151], [1.014, -2.440, 5.484], [0.119, -1.941, 4.115], [0.247, -4.361, 4.929], [-1.344, 0.444, -3.901], [-2.702, 0.986, -4.295], [-2.727, 2.492, -4.564], [-3.237, 0.305, -5.435], [-0.497, 0.515, -4.585], [-1.354, -0.539, -3.433], [-1.037, 1.085, -3.051], [-3.377, 0.850, -3.447], [-2.487, 3.094, -3.684], [-3.718, 2.808, -4.892], [-2.052, 2.798, -5.371], [-2.844, 0.734, -6.203]],
  "lowdin_charge": [-0.2828, 0.9173, -0.2629, -0.0310, 0.1001, 0.1077, -0.0559, 0.0753, 0.0631, -0.0495, 0.1109, 0.1074, -0.0245, 0.0904, 0.1178, -0.0476, -0.4811, -0.0678, -0.0337, 0.0443, 0.0832, 0.0823, 0.1338, 0.0734, 0.0802, 0.0654, 0.0781, -0.0673, -0.4869, -0.0683, -0.0416, 0.0816, 0.0781, 0.0525, 0.1365, 0.0685, 0.0835, 0.0823, 0.0871],
  "total_charge": 1,
  "gap_ev": 7.416,
  "energy_ev": -48672.6338,
  "e_above_lowest_kj_mol": 46.76
}



{
  "formula": "H20Na2O14S",
  "method": "the ωB97M-V functional and the def2-TZVPD basis",
  "species": ["Na", "Na", "S", "O", "O", "O", "O", "O", "H", "H", "O", "H", "H", "O", "H", "H", "O", "H", "H", "O", "H", "H", "O", "H", "H", "O", "H", "H", "O", "H", "H", "O", "H", "H", "O", "H", "H"],
  "positions_angstrom": [[-1.608, -2.719, 0.040], [-1.279, -1.213, -3.022], [-0.041, -0.190, 0.078], [-0.375, -0.941, 1.287], [1.218, 0.479, 0.265], [0.026, -1.056, -1.077], [-1.062, 0.778, -0.085], [3.806, -0.030, -0.962], [4.562, -0.247, -0.416], [3.070, 0.001, -0.351], [-2.302, -1.397, 2.840], [-3.101, -1.188, 2.356], [-1.592, -1.107, 2.267], [1.469, 3.272, 0.100], [1.298, 3.589, 0.987], [1.037, 2.418, 0.063], [1.933, -2.794, -1.909], [2.423, -2.330, -2.588], [1.433, -2.109, -1.464], [1.060, -2.537, 2.639], [0.674, -1.834, 2.118], [0.781, -3.342, 2.202], [-3.005, -0.781, -1.215], [-2.350, -0.297, -0.712], [-3.709, -0.149, -1.363], [1.600, 1.712, -2.255], [2.014, 1.517, -1.414], [0.804, 1.181, -2.259], [-2.783, 2.014, 1.476], [-2.085, 1.692, 0.906], [-3.561, 1.531, 1.199], [1.381, 0.740, 2.944], [1.748, 0.806, 2.062], [0.566, 0.251, 2.828], [-1.285, 1.152, -2.792], [-1.501, 2.074, -2.932], [-1.263, 1.053, -1.840]],
  "lowdin_charge": [0.7420, 0.7079, 0.2939, -0.3503, -0.2697, -0.3190, -0.2958, -0.0234, 0.0557, -0.0129, -0.0271, 0.0292, -0.0592, 0.1316, 0.0929, 0.0031, -0.0458, 0.0413, -0.0403, -0.0336, -0.0583, 0.0294, -0.0200, -0.0228, 0.0894, 0.0970, 0.0108, 0.0093, -0.0360, -0.0379, 0.0258, 0.1586, 0.0375, 0.0537, -0.0324, 0.0940, -0.0185],
  "total_charge": 1,
  "gap_ev": [9.200, 3.460],
  "energy_ev": -48650.8070,
  "multiplicity": 2
}



{
  "formula": "C5H7N2",
  "method": "the ωB97M-V functional and the def2-TZVPD basis",
  "species": ["C", "C", "C", "C", "C", "N", "N", "H", "H", "H", "H", "H", "H", "H"],
  "positions_angstrom": [[-0.288, 1.941, 2.403], [-1.439, -0.852, 1.057], [0.969, -0.385, -1.311], [-0.158, 0.634, 0.501], [1.277, -1.185, -2.433], [0.433, 0.386, -0.597], [-0.121, 1.723, 1.181], [-0.235, 1.041, 2.952], [-2.227, -0.379, 1.548], [-1.715, -1.406, 0.163], [-0.500, 2.812, 2.941], [0.545, -2.001, -2.672], [2.253, -1.900, -2.485], [1.207, -0.429, -3.247]],
  "lowdin_charge": [0.0884, 0.2504, 0.0494, -0.2243, -0.0150, 0.1999, 0.0625, 0.0824, -0.0140, 0.0125, 0.0881, 0.1227, 0.1715, 0.1257],
  "total_charge": 1,
  "gap_ev": [8.224, 7.183],
  "energy_ev": -8263.9626,
  "e_above_lowest_kj_mol": 850.48
}